1.
A cluster of 6 separate species, C7H26O6 in total in a non-equilibrium geometry. Source: OMol25; level of theory: wB97M-V/def2-TZVPD.

Last column: Mulliken spin population.
Geometry (Å):
C -3.179 1.578 0.485  0.0215
C -1.933 1.003 1.229  1.1322
O -0.753 1.561 0.798  -3.4067
H -3.154 1.408 -0.591  0.1768
H -3.163 2.665 0.573  -0.0031
H -4.172 1.313 0.850  -0.0900
H -1.838 -0.035 0.910  0.0385
H -1.969 1.034 2.318  -0.0216
H -0.291 1.939 1.551  1.6483
C 0.542 -1.522 -0.842  0.1052
O 1.213 -0.496 -0.031  0.0753
H -0.547 -1.481 -0.802  0.0003
H 0.767 -1.225 -1.866  0.0121
H 1.013 -2.496 -0.705  -0.0260
H 0.688 0.308 -0.018  0.2263
C 1.310 1.625 -3.697  0.0432
O -0.096 1.386 -3.967  -0.0550
H 1.583 1.141 -2.759  0.0270
H 1.837 1.218 -4.561  0.0041
H 1.558 2.672 -3.524  -0.0320
H -0.456 1.667 -3.122  0.0071
C 2.460 -0.850 3.194  0.4304
O 1.861 -1.990 2.514  -0.2531
H 2.254 0.109 2.718  -0.0154
H 2.079 -0.722 4.207  -0.0874
H 3.548 -0.917 3.194  0.0231
H 1.568 -1.628 1.675  0.0607
C 0.836 -4.891 1.623  -0.0228
O 0.542 -6.226 2.029  -0.0029
H 0.444 -4.083 2.240  0.0033
H 1.917 -4.859 1.762  0.0017
H 0.895 -4.573 0.582  0.0082
H -0.130 -6.548 1.424  -0.0009
C -1.239 4.008 -1.692  0.4448
O -1.035 2.632 -1.821  0.3048
H -2.263 4.194 -1.368  -0.0142
H -0.553 4.341 -0.913  -0.0235
H -1.023 4.473 -2.654  -0.0405
H -1.121 2.264 -0.938  0.3001

Values from the calculation:
- HOMO level (spin up / spin down) (Ha) = 0.01528 / -0.26526
- 2S+1 = 2
- charge = -1
- frontier orbital gap (spin up / spin down) (eV) = 2.34 / 9.95

---

2.
A structure of composition C45H60CdN7O3S2Se in a non-equilibrium geometry. Source: OMol25; level of theory: wB97M-V/def2-TZVPD.

Last column: Mulliken charge in e.
Geometry (Å):
Cd -0.594 -1.436 -0.022  5.2255
C 4.352 2.878 -4.015  -1.7764
C 3.341 3.647 -3.152  2.1950
C 4.038 4.155 -1.882  -1.6919
C 2.850 4.858 -3.950  -2.3059
C 2.205 2.719 -2.747  -0.8494
C 2.477 1.614 -1.959  -1.2648
C 1.456 0.808 -1.502  0.4289
Se 1.944 -0.755 -0.469  -0.2783
C 2.098 -0.017 1.311  0.9835
C 3.141 0.852 1.578  -1.0537
C 3.303 1.365 2.850  -0.7863
C 2.393 0.940 3.823  -0.4400
C 1.357 0.063 3.593  -0.3588
C 1.151 -0.451 2.271  -0.0753
O 0.212 -1.267 1.965  -1.4145
C 0.438 -0.403 4.718  2.7168
C 0.524 -1.930 4.825  -1.8671
C -1.005 -0.002 4.394  -1.4033
C 0.798 0.200 6.083  -2.4892
C 4.414 2.333 3.230  2.4120
C 5.386 2.570 2.071  -2.0809
C 5.215 1.769 4.415  -1.7785
C 3.797 3.681 3.629  -1.6651
C 0.083 1.049 -1.773  -0.1616
O -0.854 0.368 -1.220  -0.9345
C -0.166 2.098 -2.717  -0.2496
C 0.878 2.900 -3.136  -0.3810
C -1.581 2.285 -3.261  2.7114
C -2.030 0.964 -3.902  -1.3055
C -1.685 3.390 -4.322  -2.5274
C -2.537 2.634 -2.115  -1.6508
H 5.179 3.527 -4.302  0.4604
H 4.754 2.026 -3.473  0.2994
H 3.869 2.509 -4.918  0.3727
H 4.838 4.851 -2.131  0.4801
H 3.324 4.663 -1.238  0.3426
H 4.469 3.331 -1.321  0.3426
H 3.689 5.510 -4.189  0.4305
H 2.391 4.544 -4.884  0.4406
H 2.126 5.430 -3.374  0.4048
H 3.492 1.360 -1.683  0.5108
H 3.808 1.102 0.766  0.3219
H 2.521 1.326 4.822  0.4227
H 0.220 -2.374 3.882  0.2063
H 1.543 -2.242 5.048  0.3751
H -0.136 -2.296 5.610  0.4335
H -1.307 -0.442 3.449  -0.0720
H -1.678 -0.351 5.176  0.4684
H -1.081 1.083 4.330  0.4070
H 1.811 -0.064 6.383  0.4413
H 0.698 1.283 6.071  0.4304
H 0.112 -0.188 6.834  0.4539
H 5.845 1.634 1.760  0.3926
H 4.871 3.011 1.221  0.2818
H 6.178 3.253 2.378  0.4833
H 5.614 0.789 4.162  0.3614
H 6.044 2.430 4.668  0.4583
H 4.589 1.664 5.297  0.3477
H 3.228 4.092 2.798  0.3291
H 3.124 3.564 4.475  0.3141
H 4.574 4.394 3.906  0.4714
H 0.650 3.714 -3.801  0.5976
H -1.368 0.696 -4.724  0.3354
H -2.000 0.175 -3.157  -0.1080
H -3.047 1.042 -4.283  0.4840
H -1.031 3.195 -5.171  0.4387
H -2.709 3.434 -4.692  0.4407
H -1.442 4.365 -3.903  0.4401
H -2.545 1.824 -1.395  0.0614
H -2.219 3.547 -1.615  0.3131
H -3.550 2.776 -2.492  0.4863
S -6.277 -5.140 -3.874  0.0272
N -4.844 -4.626 -4.453  -0.7734
C -4.172 -4.075 -3.460  0.9452
C -2.883 -3.465 -3.550  0.6012
C -2.172 -3.337 -4.747  -0.8239
C -0.936 -2.726 -4.730  -0.9087
C -0.427 -2.290 -3.506  -0.5130
N -1.084 -2.410 -2.372  0.4430
C -2.302 -2.957 -2.365  -0.8576
C -3.005 -3.024 -1.085  -0.4325
N -2.366 -2.567 -0.036  -0.3133
C -2.979 -2.500 1.265  0.0165
C -4.348 -3.106 1.333  -1.3248
C -4.947 -3.625 0.256  -1.1951
C -4.306 -3.585 -1.031  0.5828
C -4.878 -4.107 -2.198  0.9415
N -6.080 -4.680 -2.324  -0.7830
H -2.610 -3.725 -5.655  0.5109
H -0.369 -2.587 -5.638  0.4599
H 0.554 -1.827 -3.442  0.4111
H -2.303 -3.031 1.964  0.1802
H -4.799 -3.149 2.313  0.6766
H -5.924 -4.088 0.317  0.4208
N 1.090 -4.082 -0.981  -0.1114
N 1.427 -5.324 -0.453  -0.4854
C 1.006 -5.662 0.799  0.3675
N 1.587 -6.795 1.314  -0.5137
S -0.089 -4.803 1.663  -0.3413
H 0.837 -4.152 -1.960  0.2118
H 1.816 -3.377 -0.848  0.1542
H 2.276 -5.778 -0.788  0.2358
H 1.924 -7.504 0.679  0.1959
H 1.138 -7.137 2.149  0.2350
C -4.788 -0.059 2.680  -1.8794
C -3.794 -0.116 1.506  1.9633
C -2.973 1.182 1.499  -1.1680
C -4.525 -0.239 0.169  -1.5348
O -2.844 -1.159 1.755  -0.1606
H -5.321 0.891 2.676  0.4645
H -4.237 -0.143 3.613  0.2282
H -5.510 -0.869 2.628  0.3966
H -3.608 2.030 1.247  0.5273
H -2.170 1.096 0.768  -0.0061
H -2.528 1.348 2.475  0.1196
H -5.131 0.647 0.003  0.5956
H -5.176 -1.107 0.155  0.3941
H -3.803 -0.328 -0.639  0.0347

Values from the calculation:
- ΔE to the lowest compared entry with this formula, charge and spin (kcal/mol) = 12.5
- HOMO level (Ha) = -0.15908
- charge = -1
- frontier orbital gap (eV) = 6.38

---

3.
A structure of composition C4H4O in a non-equilibrium geometry. Source: OMol25; level of theory: wB97M-V/def2-TZVPD.

Last column: Mulliken charge in e.
Geometry (Å):
C 0.460 -0.760 0.734  -0.3402
C -0.711 0.888 -0.333  -0.2680
C -0.390 -0.568 -0.481  0.2421
C 0.767 0.517 -0.066  -0.3299
O 0.418 -0.688 -1.457  -0.3605
H 0.130 -0.715 1.742  0.3055
H 1.341 -1.292 0.536  0.2398
H -0.815 1.457 -1.216  0.2384
H -1.200 1.161 0.540  0.2729

Values from the calculation:
- ΔE to the lowest compared entry with this formula, charge and spin (kcal/mol) = 105.8
- HOMO level (Ha) = -0.37577
- charge = 0
- frontier orbital gap (eV) = 10.84

---

4.
An isolated molecule of C3H4N2O in a non-equilibrium geometry. Source: OMol25; level of theory: wB97M-V/def2-TZVPD.

Last column: Mulliken charge in e.
Geometry (Å):
H 2.127 -1.823 -0.396  0.2477
N 1.905 -1.029 -0.931  -0.6273
C 0.740 -0.502 -0.441  0.4393
N -0.028 -0.582 0.788  -0.3168
C -0.903 0.677 0.715  -0.5046
C -0.915 1.028 -0.581  0.0551
O -0.037 0.393 -1.234  -0.3311
H 0.556 -0.523 1.757  0.3171
H -1.655 0.784 1.330  0.3997
H -1.790 1.577 -1.007  0.3208

Values from the calculation:
- ΔE to the lowest compared entry with this formula, charge and spin (kcal/mol) = 74.1
- HOMO level (Ha) = -0.31295
- SMILES string = [H]/N=c1\[nH]cco1
- charge = 0
- frontier orbital gap (eV) = 9.29